# 1
{"formula": "C3H11N2O", "method": "ωB97M-V/def2-TZVPD", "total_charge": 1, "multiplicity": 1, "relative_energy_kj_mol": 154.5, "gap_ev": 9.4, "elements": ["O", "N", "N", "C", "C", "C", "H", "H", "H", "H", "H", "H", "H", "H", "H", "H", "H"], "positions_angstrom": [[-1.94, 0.98, -1.07], [-0.26, -0.54, 2.12], [0.79, 0.91, -1.05], [0.79, -1.58, -0.65], [0.73, -0.21, -0.07], [0.43, 0.20, 1.18], [1.79, -2.00, -0.57], [-0.27, -1.54, 1.99], [0.80, 1.15, 1.52], [-0.13, 1.38, -1.17], [-2.19, 1.30, -0.20], [1.48, 1.59, -0.72], [0.45, -1.60, -1.69], [-0.11, -0.27, 3.08], [1.17, 0.67, -1.97], [-2.72, 0.86, -1.63], [0.08, -2.27, -0.18]], "mulliken_charge": [-0.659, -0.425, -0.240, -1.338, 0.560, -0.507, 0.287, 0.210, 0.367, 0.300, 0.325, 0.394, 0.394, 0.271, 0.376, 0.308, 0.377]}

# 2
{"formula": "C18H19N3O4Sr", "method": "ωB97M-V/def2-TZVPD", "multiplicity": 1, "gap_ev": 6.9, "elements": ["Sr", "O", "O", "O", "O", "N", "N", "N", "C", "C", "C", "C", "C", "C", "C", "C", "C", "C", "C", "C", "C", "C", "C", "C", "C", "C", "H", "H", "H", "H", "H", "H", "H", "H", "H", "H", "H", "H", "H", "H", "H", "H", "H", "H", "H"], "positions_angstrom": [[12.87, -8.25, -5.05], [14.14, -9.50, -6.34], [11.19, -8.51, -3.50], [14.76, -7.46, -3.26], [9.52, -11.80, -1.54], [11.08, -10.82, -3.51], [15.20, -9.16, -1.90], [12.13, -10.61, -4.42], [9.68, -9.49, -1.99], [14.40, -13.10, -5.72], [10.71, -9.65, -3.05], [9.09, -10.55, -1.29], [14.17, -9.89, -2.59], [16.19, -10.07, -1.30], [15.46, -13.42, -6.55], [8.07, -10.33, -0.37], [15.47, -7.93, -2.38], [15.60, -11.07, -7.31], [13.87, -11.81, -5.72], [7.69, -9.04, -0.04], [9.28, -8.23, -1.60], [16.63, -7.17, -1.76], [12.61, -11.67, -4.95], [8.34, -7.96, -0.60], [14.53, -10.75, -6.46], [16.06, -12.40, -7.31], [7.99, -6.95, -0.37], [17.10, -6.62, -2.59], [15.79, -14.41, -6.77], [15.81, -10.46, -0.33], [17.34, -7.78, -1.22], [17.11, -9.51, -1.05], [9.75, -7.43, -2.15], [13.31, -9.24, -2.71], [13.82, -10.75, -2.03], [14.51, -10.23, -3.57], [8.99, -12.42, -1.00], [12.03, -12.60, -4.63], [16.87, -12.69, -7.99], [16.38, -10.90, -1.99], [7.62, -11.23, 0.08], [16.08, -10.31, -7.90], [6.98, -8.91, 0.74], [13.93, -13.87, -5.12], [16.15, -6.48, -1.05]], "mulliken_charge": [2.249, -1.044, -1.099, -0.589, -0.490, -0.983, 0.180, 0.281, -0.162, -0.566, 0.654, 1.260, -1.229, -0.795, -0.844, -0.936, 0.463, -0.750, 0.575, -0.269, -0.045, -1.135, -0.697, -1.063, 0.876, -0.175, 0.341, 0.306, 0.382, 0.246, 0.363, 0.307, 0.330, 0.285, 0.369, 0.531, 0.315, 0.272, 0.316, 0.307, 0.218, 0.405, 0.389, 0.371, 0.278]}

# 3
{"formula": "C5H12Cl3N2P", "method": "ωB97M-V/def2-TZVPD", "multiplicity": 1, "relative_energy_kj_mol": 149.9, "gap_ev": [6.4, 6.8], "elements": ["Cl", "Cl", "Cl", "P", "N", "N", "C", "C", "C", "C", "C", "H", "H", "H", "H", "H", "H", "H", "H", "H", "H", "H", "H"], "positions_angstrom": [[3.71, 1.50, -0.78], [0.71, -3.11, -1.41], [3.87, -0.80, 1.00], [1.30, -0.37, -0.23], [0.34, 0.47, -1.26], [0.35, -0.30, 1.18], [-0.84, -1.09, 1.03], [0.60, 0.22, -2.62], [2.92, 0.37, 0.26], [-0.77, 1.39, -1.04], [0.93, -0.37, 2.50], [-0.77, -2.05, 1.41], [-1.82, 0.99, -1.26], [1.05, 1.10, -3.11], [0.14, -0.03, 3.23], [-1.75, -0.54, 1.35], [1.43, -0.55, -2.86], [1.23, -1.35, 2.79], [-0.85, 1.91, -0.01], [-0.18, -0.02, -3.36], [1.87, 0.30, 2.44], [-0.99, -1.19, -0.13], [-0.74, 2.26, -1.68]], "mulliken_charge": [-0.125, -0.465, -0.058, 0.188, 0.318, 0.210, -1.066, -1.139, -0.162, -0.929, -0.884, 0.401, 0.332, 0.422, 0.282, 0.335, 0.308, 0.349, 0.278, 0.361, 0.312, 0.346, 0.386]}

# 4
{"formula": "C5H10O2", "method": "ωB97M-V/def2-TZVPD", "multiplicity": 1, "smiles": "C/C=C/C=C/O.O", "relative_energy_kj_mol": 280.3, "gap_ev": 8.9, "elements": ["O", "O", "C", "C", "C", "C", "C", "H", "H", "H", "H", "H", "H", "H", "H", "H", "H"], "positions_angstrom": [[-2.45, 1.59, 2.74], [6.53, 1.89, -3.17], [-2.23, 0.38, 2.13], [-0.29, -2.46, -1.40], [-1.79, 0.23, 0.88], [-1.19, -1.05, 0.47], [-0.59, -1.18, -0.72], [-0.66, -2.49, -2.43], [-1.92, 1.04, 0.17], [0.78, -2.58, -1.61], [5.67, 1.65, -3.54], [-1.85, 1.68, 3.49], [-1.33, -1.77, 1.26], [-0.30, -0.25, -1.19], [-0.53, -3.35, -0.83], [6.44, 2.82, -2.90], [-2.09, -0.44, 2.82]], "mulliken_charge": [-0.509, -0.641, -0.349, -1.120, -0.013, -0.265, -0.088, 0.292, 0.310, 0.298, 0.320, 0.318, 0.247, 0.322, 0.312, 0.321, 0.245]}

# 5
{"formula": "C2HBrCl2F2", "method": "ωB97M-V/def2-TZVPD", "multiplicity": 1, "relative_energy_kj_mol": 283.8, "gap_ev": 7.9, "elements": ["Br", "Cl", "Cl", "F", "F", "C", "C", "H"], "positions_angstrom": [[2.13, -0.89, -0.56], [0.64, 2.03, -1.27], [-1.49, 0.91, 0.97], [0.96, 0.38, 1.32], [-1.07, -1.65, 0.47], [0.73, -0.11, 0.14], [-0.73, -0.42, 0.01], [-1.17, -0.25, -1.08]], "mulliken_charge": [0.149, -0.338, -0.105, -0.099, -0.201, 0.010, 0.266, 0.318]}

# 6
{"formula": "C25H31AsN6O2PtS5Se", "method": "ωB97M-V/def2-TZVPD", "total_charge": -2, "multiplicity": 3, "gap_ev": [4.0, 5.8], "elements": ["Pt", "Se", "As", "S", "S", "S", "S", "S", "O", "O", "N", "N", "N", "N", "N", "N", "C", "C", "C", "C", "C", "C", "C", "C", "C", "C", "C", "C", "C", "C", "C", "C", "C", "C", "C", "C", "C", "C", "C", "C", "C", "H", "H", "H", "H", "H", "H", "H", "H", "H", "H", "H", "H", "H", "H", "H", "H", "H", "H", "H", "H", "H", "H", "H", "H", "H", "H", "H", "H", "H", "H", "H"], "positions_angstrom": [[-0.36, 1.44, -1.92], [-0.71, -0.34, 1.04], [-0.67, 5.37, -0.95], [-1.48, 1.49, 0.06], [-0.65, -2.30, -2.70], [-2.73, 5.21, -0.57], [0.47, 6.17, 0.65], [0.37, 3.59, -1.87], [0.16, -3.00, -3.67], [-0.48, -2.72, -1.33], [-6.30, -3.87, -3.60], [1.05, 1.03, 2.91], [2.17, -0.26, 1.48], [0.35, 1.12, -3.82], [-0.47, -0.69, -2.78], [-0.34, -0.74, -5.15], [4.42, -0.08, 2.60], [5.05, 0.51, 3.70], [1.39, -2.99, 2.86], [2.98, 1.56, 4.43], [-5.00, -3.38, -3.45], [4.35, 1.30, 4.60], [2.35, 0.98, 3.34], [3.06, 0.16, 2.43], [2.49, -1.15, 0.39], [0.71, 1.79, -4.89], [0.60, 1.22, -6.15], [-0.90, 4.20, 3.80], [0.93, 0.34, 1.70], [-3.29, -2.45, -2.04], [-2.32, 3.96, 3.31], [-0.15, -0.14, -3.97], [-4.60, -2.81, -2.24], [-2.75, -3.15, -4.28], [1.83, -3.41, 1.45], [0.06, -0.05, -6.22], [0.13, 3.32, 3.08], [2.94, -2.54, 0.86], [0.03, 1.86, 3.50], [-4.07, -3.52, -4.48], [-2.36, -2.63, -3.05], [3.75, -2.44, 1.58], [-0.84, 4.02, 4.88], [-2.61, 2.91, 3.38], [3.29, -0.70, -0.21], [-0.93, 1.45, 3.20], [2.20, -4.44, 1.50], [-4.39, -3.93, -5.43], [4.98, -0.67, 1.89], [-2.00, -3.26, -5.05], [-0.08, -0.56, -7.17], [1.61, -1.25, -0.24], [1.09, 2.79, -4.73], [-2.95, -2.03, -1.09], [-6.61, -3.96, -4.55], [2.25, -2.82, 3.51], [0.79, -2.08, 2.83], [6.11, 0.35, 3.85], [4.87, 1.75, 5.44], [-0.04, 3.39, 2.00], [3.33, -3.05, -0.03], [-0.64, 5.24, 3.60], [0.12, 1.78, 4.59], [0.90, 1.76, -7.04], [0.78, -3.78, 3.31], [-2.40, 4.25, 2.26], [1.13, 3.69, 3.28], [0.97, -3.39, 0.78], [-5.34, -2.68, -1.45], [2.45, 2.20, 5.11], [-3.04, 4.55, 3.88], [-6.99, -3.46, -2.99]], "mulliken_spin": [0.081, 0.041, 0.365, 0.046, -0.002, 0.212, 0.245, 0.084, 0.001, 0.000, 0.000, 0.051, 0.020, 0.004, 0.005, 0.000, 0.131, 0.017, 0.013, 0.124, 0.000, 0.015, 0.002, -0.076, 0.036, 0.000, -0.001, 0.003, 0.546, -0.025, -0.002, -0.001, 0.002, 0.000, 0.002, 0.001, 0.020, 0.007, 0.014, 0.000, 0.001, -0.003, 0.001, 0.001, 0.000, 0.002, 0.000, 0.000, 0.016, 0.000, 0.000, -0.010, -0.002, 0.019, 0.000, -0.002, -0.011, 0.008, 0.008, -0.012, -0.007, -0.003, 0.000, 0.000, 0.001, 0.004, 0.000, -0.001, 0.000, 0.011, -0.002, 0.000]}

| no. | E (eV) |
| --- | --- |
| 1 | -8310.190 |
| 2 | -32471.993 |
| 3 | -55212.721 |
| 4 | -9440.138 |
| 5 | -102609.663 |
| 6 | -223075.051 |